(1)
C56H36BrCl2LaN11O2 as an isolated structure. Source: the Open Molecules 2025 dataset; level of theory: ωB97M-V/def2-TZVPD.

Element x y z (Å)
La: 0.1143 0.5206 -0.4360
C: -3.6922 2.5228 5.3350
C: -4.0706 3.5935 4.5028
C: -3.6671 3.6457 3.1789
C: -2.8553 2.6159 2.7058
C: -2.2848 2.3268 1.3930
N: -1.5614 1.1861 1.4463
C: -1.7019 0.6434 2.6947
N: -1.2916 -0.5463 3.1387
C: -0.8023 -1.5071 2.3686
C: -0.4572 -2.8369 2.8866
C: -0.4216 -3.3672 4.1707
C: -0.0342 -4.6920 4.3126
C: 0.2916 -5.4764 3.1912
C: 0.2297 -4.9483 1.9093
C: -0.1392 -3.6134 1.7780
C: -0.3124 -2.7380 0.6148
N: -0.3542 -3.2303 -0.6287
C: -0.8324 -2.5517 -1.6623
N: -1.1423 -1.2197 -1.7293
C: -1.8434 -1.0016 -2.8752
N: -2.3368 0.1455 -3.3333
C: -2.3781 1.2543 -2.6086
N: -2.2078 1.3559 -1.2745
C: -2.4272 2.6503 -0.9194
N: -2.5203 3.1093 0.3124
C: -2.6873 3.4705 -2.1205
C: -2.8572 4.8296 -2.3133
C: -2.9891 5.2824 -3.6228
C: -2.9575 4.3906 -4.7000
C: -2.7975 3.0232 -4.4927
C: -2.6659 2.5838 -3.1893
C: -1.9593 -2.2575 -3.6255
C: -2.5966 -2.5727 -4.8202
C: -2.5280 -3.8864 -5.2606
C: -1.8486 -4.8626 -4.5135
C: -1.2320 -4.5453 -3.3102
C: -1.2938 -3.2241 -2.8825
N: -0.6129 -1.4808 1.0172
C: -2.4809 1.5546 3.5303
C: -2.9036 1.4881 4.8557
H: -4.0331 2.5070 6.3643
H: -4.6953 4.3839 4.9053
H: -3.9698 4.4595 2.5251
H: -0.6789 -2.7546 5.0295
H: 0.0164 -5.1331 5.3028
H: 0.5902 -6.5097 3.3336
H: 0.4661 -5.5473 1.0343
H: -2.8684 5.5171 -1.4736
H: -3.1011 6.3445 -3.8151
H: -3.0351 4.7736 -5.7112
H: -2.7547 2.3236 -5.3209
H: -3.1237 -1.8094 -5.3839
H: -3.0086 -4.1674 -6.1919
H: -1.8121 -5.8811 -4.8829
H: -0.7163 -5.2937 -2.7178
H: -2.6225 0.6448 5.4799
O: 2.0852 -1.9462 -4.1205
C: 3.3683 -1.6263 -3.7603
C: 4.3825 -1.5035 -4.7032
C: 5.6745 -1.1996 -4.2965
C: 5.9533 -1.0199 -2.9478
C: 4.9222 -1.1373 -2.0197
C: 3.6232 -1.4363 -2.4068
C: 2.4716 -1.4396 -1.4021
O: 2.0392 -0.1818 -1.0827
N: 2.9155 -2.1260 -0.1367
N: 2.6145 -1.5306 0.9935
C: 2.7674 -2.0291 2.1556
C: 2.3638 -1.2113 3.3204
Br: 1.8831 0.5690 2.8577
C: 2.3344 -1.6644 4.5666
C: 1.8269 -1.0852 5.8323
C: 2.3490 -1.5826 7.0315
C: 1.9026 -1.1256 8.2648
C: 0.9003 -0.1647 8.3283
C: 0.3492 0.3182 7.1478
C: 0.8012 -0.1362 5.9132
H: 2.0177 -1.9576 -5.0763
H: 4.1557 -1.6395 -5.7570
H: 6.4595 -1.0997 -5.0376
H: 6.9592 -0.7802 -2.6232
H: 5.1153 -0.9788 -0.9621
H: 1.6885 -2.0603 -1.8206
H: 3.1703 -3.0976 -0.1546
H: 3.1230 -3.0422 2.3418
H: 2.7268 -2.6774 4.6600
H: 3.1286 -2.3367 6.9874
H: 2.3343 -1.5245 9.1771
H: 0.5415 0.1920 9.2887
H: -0.4510 1.0517 7.1811
H: 0.3244 0.2221 5.0108
N: 0.9141 4.3757 -7.4170
C: 0.8585 3.8614 -6.3863
C: 0.7641 3.2256 -5.0840
C: 0.7148 3.9931 -3.9233
C: 0.5868 3.3615 -2.6921
C: 0.5052 1.9690 -2.5159
C: 0.5848 1.2501 -3.7230
C: 0.7026 1.8355 -4.9756
H: 0.7624 5.0746 -3.9961
H: 0.5309 4.0188 -1.8270
H: 0.5510 0.1624 -3.7015
H: 0.7329 1.2315 -5.8761
Cl: 1.0345 6.0847 0.7440
C: 0.1425 4.6417 1.2477
Cl: 1.0025 3.1572 0.7778
H: -0.8212 4.6231 0.7735
H: 0.0680 4.6292 2.3222

Results
DFT total energy   -175094.7768 eV
Charge   -1
HOMO level (alpha / beta)   -3.95 / -4.09 eV

(2)
C56H42CuFGeN3P3S4Sb as an isolated structure. Source: the Open Molecules 2025 dataset; level of theory: ωB97M-V/def2-TZVPD.

Element x y z (Å)
Cu: 0.2377 -0.7443 1.3654
F: -2.8959 3.2834 -0.6087
Ge: -1.6662 1.9746 -0.4284
C: -3.1034 0.7084 0.0900
C: -4.2190 0.8678 -0.7368
C: -5.3963 0.1662 -0.5266
C: -5.4868 -0.7226 0.5272
C: -4.3961 -0.8995 1.3619
C: -3.2128 -0.1893 1.1664
P: -1.7889 -0.5555 2.2480
C: -1.8195 0.8365 3.4433
C: -0.7209 0.9971 4.2857
C: -0.7086 2.0099 5.2309
C: -1.7859 2.8808 5.3359
C: -2.8753 2.7360 4.4913
C: -2.8912 1.7169 3.5480
C: -2.2933 -1.9568 3.3075
C: -1.8943 -3.2303 2.9061
C: -2.1178 -4.3309 3.7190
C: -2.7549 -4.1644 4.9400
C: -3.1615 -2.9002 5.3469
C: -2.9262 -1.7986 4.5377
C: -0.5822 2.9295 0.8838
C: -1.1255 4.0789 1.4550
C: -0.3783 4.8482 2.3374
C: 0.9083 4.4443 2.6668
C: 1.4554 3.3043 2.1013
C: 0.7299 2.5393 1.1851
P: 1.2632 0.9864 0.3952
C: 3.0599 0.9416 0.8013
C: 3.6400 -0.1377 1.4632
C: 4.9883 -0.1447 1.7955
C: 5.7856 0.9491 1.4936
C: 5.2202 2.0476 0.8578
C: 3.8778 2.0363 0.5146
C: -0.9553 -0.9783 -1.9617
C: -1.9884 -0.6202 -2.8383
C: -3.2091 -1.2702 -2.8401
C: -3.4598 -2.3056 -1.9469
C: -2.4528 -2.6884 -1.0814
C: -1.2192 -2.0423 -1.1128
C: -0.8846 2.1129 -2.2568
C: -1.3645 3.2663 -2.8930
C: -0.8746 3.6833 -4.1241
C: 0.1290 2.9584 -4.7309
C: 0.6098 1.8160 -4.1113
C: 0.1146 1.3471 -2.8989
P: 0.8553 -0.3451 -2.2969
C: 2.6239 0.3727 -2.6040
C: 2.9489 1.7182 -2.4769
C: 4.2117 2.1986 -2.7914
C: 5.2021 1.3287 -3.2220
C: 4.9119 -0.0250 -3.3132
C: 3.6407 -0.4920 -3.0052
C: 0.8079 -1.3903 -3.8914
C: 1.3277 -2.6830 -3.8207
C: 1.2127 -3.5744 -4.8793
C: 0.5648 -3.2042 -6.0472
C: 0.0449 -1.9219 -6.1395
C: 0.1661 -1.0354 -5.0786
H: -4.1681 1.5620 -1.5645
H: -6.2350 0.3108 -1.1975
H: -6.3968 -1.2844 0.7005
H: -4.4634 -1.5980 2.1865
H: 0.1272 0.3240 4.2066
H: 0.1514 2.1228 5.8779
H: -1.7678 3.6811 6.0656
H: -3.7119 3.4206 4.5581
H: -3.7397 1.6132 2.8824
H: -1.3507 -3.3575 1.9761
H: -1.7398 -5.2987 3.4177
H: -2.9050 -5.0167 5.5910
H: -3.6390 -2.7664 6.3099
H: -3.2114 -0.8100 4.8765
H: -2.1336 4.3726 1.1996
H: -0.8011 5.7481 2.7683
H: 1.4895 5.0121 3.3848
H: 2.4538 2.9969 2.3891
H: 3.0246 -0.9853 1.7398
H: 5.4025 -1.0085 2.3009
H: 6.8370 0.9503 1.7558
H: 5.8263 2.9150 0.6219
H: 3.4516 2.9068 0.0309
H: -1.8463 0.1701 -3.5627
H: -3.9737 -0.9590 -3.5433
H: -4.4208 -2.8060 -1.9361
H: -2.6030 -3.5066 -0.3863
H: -0.4445 -2.4213 -0.4686
H: -2.1282 3.8533 -2.4106
H: -1.2732 4.5774 -4.5895
H: 0.5453 3.2724 -5.6813
H: 1.4030 1.2644 -4.6007
H: 2.1965 2.4153 -2.1250
H: 4.4247 3.2563 -2.6813
H: 6.1900 1.6988 -3.4702
H: 5.6769 -0.7290 -3.6188
H: 3.4532 -1.5537 -3.0621
H: 1.8338 -3.0172 -2.9244
H: 1.6325 -4.5674 -4.7748
H: 0.4587 -3.9038 -6.8678
H: -0.4675 -1.6019 -7.0397
H: -0.2697 -0.0544 -5.1979
S: 1.4318 -5.8270 3.2567
Sb: 2.6051 -3.9183 3.0112
S: 1.1468 -2.3230 4.4799
S: 1.2321 -2.8229 1.1001
S: 2.2198 -2.4216 6.1342
N: 4.1689 -4.7066 0.6181
C: 3.6428 -3.9681 -0.1136
N: 3.1200 -3.1139 -0.9505
C: 2.0741 -2.3704 -0.5663
N: 1.5412 -1.4611 -1.2450

Results
Spin multiplicity   2
<S²>   0.7548
DFT total energy   -244846.0322 eV
Charge   -2
HOMO level (alpha / beta)   -2.17 / -2.17 eV

(3)
C56H46N2PS2SiV as an isolated structure. Source: the Open Molecules 2025 dataset; level of theory: ωB97M-V/def2-TZVPD.

Element x y z (Å)
V: -1.3339 -0.9889 0.3259
S: -2.7010 -2.6423 -0.7969
C: -4.0173 -2.9186 0.3032
C: -5.1285 -3.6572 -0.1121
C: -6.1364 -3.9960 0.7745
C: -6.0462 -3.5992 2.1035
C: -4.9780 -2.8214 2.5191
C: -3.9654 -2.4481 1.6305
S: -2.6909 -1.3921 2.1738
H: -5.1777 -3.9663 -1.1498
H: -6.9851 -4.5761 0.4283
H: -6.8092 -3.8938 2.8160
H: -4.9111 -2.4820 3.5458
N: 4.9392 1.4602 -2.8215
C: 3.7710 0.7980 -2.4614
C: 2.8684 1.3611 -1.5639
C: 1.6829 0.7051 -1.3170
N: 1.3241 -0.4364 -1.9118
C: 2.2023 -0.9820 -2.7517
C: 3.4213 -0.4148 -3.0589
H: 5.1807 2.2146 -2.1975
H: 5.7166 0.8567 -3.0363
H: 3.0845 2.2994 -1.0651
H: 0.9696 1.1015 -0.6025
H: 1.8970 -1.9149 -3.2151
H: 4.1051 -0.8962 -3.7483
C: 4.8480 -0.3045 1.1878
C: 3.8023 0.1304 1.9915
C: 2.5692 -0.4984 1.9226
C: 2.3328 -1.5640 1.0495
C: 3.4048 -1.9999 0.2737
C: 4.6494 -1.3851 0.3401
Si: 0.5746 -2.3533 0.9700
C: 0.6949 -3.2113 2.6975
C: 1.2687 -4.4749 2.8407
C: 1.4264 -5.0689 4.0855
C: 1.0244 -4.3965 5.2307
C: 0.4444 -3.1411 5.1137
C: 0.2840 -2.5628 3.8633
H: 5.8110 0.1959 1.2180
H: 3.9447 0.9637 2.6710
H: 1.7640 -0.1467 2.5560
H: 3.2613 -2.8363 -0.4024
H: 5.4681 -1.7476 -0.2754
H: 0.8795 -3.5794 0.1210
H: 1.6161 -5.0037 1.9592
H: 1.8651 -6.0586 4.1660
H: 1.1577 -4.8522 6.2059
H: 0.1182 -2.6138 6.0035
H: -0.1790 -1.5866 3.7829
C: -0.6577 0.5819 1.1313
C: -0.0787 1.5106 1.7291
C: 0.7360 2.4522 2.3452
C: 0.8777 2.4249 3.7857
C: 0.3010 1.3669 4.5273
C: 0.4354 1.2790 5.8961
C: 1.1378 2.2477 6.6087
C: 1.6455 3.3374 5.9138
C: 1.5079 3.4383 4.5404
C: 1.4453 3.3875 1.4817
C: 0.8611 3.8300 0.2776
C: 1.4786 4.7639 -0.5317
C: 2.7302 5.2705 -0.1955
C: 3.3647 4.7891 0.9421
C: 2.7444 3.8593 1.7588
H: -0.2711 0.6250 3.9852
H: -0.0171 0.4497 6.4284
H: 1.2570 2.1731 7.6833
H: 2.1482 4.1295 6.4605
H: 1.8643 4.3305 4.0440
H: -0.1095 3.4335 0.0056
H: 0.9849 5.1069 -1.4317
H: 3.2104 6.0168 -0.8178
H: 4.3632 5.1429 1.1817
H: 3.2851 3.4638 2.6087
C: -0.2367 4.0154 -3.9082
C: -1.3098 3.8815 -3.0406
C: -1.6176 2.6500 -2.4864
C: -0.8912 1.5060 -2.8214
C: 0.1944 1.6612 -3.6891
C: 0.5264 2.8986 -4.2131
P: -1.2989 -0.1269 -2.0341
C: -3.1479 0.1369 -2.1374
C: -3.7654 0.6246 -0.9817
C: -5.1270 0.8737 -0.9513
C: -5.9066 0.6193 -2.0705
C: -5.3087 0.1308 -3.2212
C: -3.9408 -0.1023 -3.2560
C: -1.0400 -1.2301 -3.4817
C: -0.6901 -2.5555 -3.2293
C: -0.5550 -3.4665 -4.2645
C: -0.7427 -3.0629 -5.5787
C: -1.0582 -1.7384 -5.8462
C: -1.2062 -0.8306 -4.8088
H: 0.0172 4.9832 -4.3237
H: -1.9119 4.7483 -2.7944
H: -2.4366 2.5792 -1.7834
H: 0.7862 0.8012 -3.9676
H: 1.3886 2.9893 -4.8634
H: -3.1698 0.8032 -0.0872
H: -5.5859 1.2594 -0.0491
H: -6.9751 0.7976 -2.0452
H: -5.9103 -0.0759 -4.0996
H: -3.5016 -0.4979 -4.1598
H: -0.5238 -2.8685 -2.2054
H: -0.3127 -4.4990 -4.0444
H: -0.6501 -3.7763 -6.3892
H: -1.2059 -1.4135 -6.8700
H: -1.4439 0.1992 -5.0393

Results
Spin multiplicity   3
<S²>   2.1245
DFT total energy   -126324.7206 eV
Charge   -2
HOMO level (alpha / beta)   -0.84 / -0.84 eV

(4)
C56H48CdCl5F5NO3P3 as an isolated structure. Source: the Open Molecules 2025 dataset; level of theory: ωB97M-V/def2-TZVPD.

Element x y z (Å)
Cd: 0.3929 1.1939 -0.3338
C: -3.4284 -1.3975 2.4350
N: -2.2305 -0.7708 1.8952
P: -1.0196 -0.1046 2.9238
C: -1.0332 -1.2963 4.3531
C: 0.0213 -2.2045 4.4232
C: 0.1077 -3.1273 5.4558
C: -0.8686 -3.1572 6.4400
C: -1.9247 -2.2569 6.3836
C: -2.0054 -1.3329 5.3533
C: -1.9119 1.2445 3.7844
C: -3.0037 1.8726 3.2047
C: -3.5971 2.9602 3.8271
C: -3.1073 3.4233 5.0384
C: -2.0070 2.8058 5.6172
C: -1.4007 1.7322 4.9868
P: -1.6028 -1.1680 0.3295
C: -1.9842 -2.9795 0.4024
C: -1.2116 -3.7258 1.2958
C: -1.3970 -5.0894 1.4399
C: -2.3632 -5.7408 0.6838
C: -3.1128 -5.0198 -0.2330
C: -2.9188 -3.6525 -0.3819
C: -2.8558 -0.7243 -0.9488
C: -2.2837 -0.5403 -2.2095
C: -3.0660 -0.2252 -3.3102
C: -4.4395 -0.0938 -3.1666
C: -5.0173 -0.2834 -1.9194
C: -4.2350 -0.6057 -0.8190
H: -3.1877 -2.0961 3.2413
H: -3.9310 -1.9652 1.6530
H: -4.1181 -0.6448 2.8289
H: 0.7906 -2.1661 3.6591
H: 0.9402 -3.8193 5.4966
H: -0.8024 -3.8721 7.2512
H: -2.6892 -2.2775 7.1515
H: -2.8238 -0.6243 5.3352
H: -3.3470 1.5292 2.2417
H: -4.4371 3.4543 3.3534
H: -3.5719 4.2731 5.5247
H: -1.6059 3.1748 6.5539
H: -0.5255 1.2735 5.4348
H: -0.4600 -3.2111 1.8847
H: -0.7866 -5.6494 2.1384
H: -2.5247 -6.8052 0.8041
H: -3.8582 -5.5238 -0.8370
H: -3.5110 -3.1116 -1.1071
H: -1.2073 -0.6377 -2.3115
H: -2.6037 -0.0729 -4.2780
H: -5.0558 0.1693 -4.0177
H: -6.0885 -0.1704 -1.7978
H: -4.7153 -0.7431 0.1394
Cl: -5.5721 4.7102 -4.0630
C: -4.5619 3.9603 -2.8765
C: -3.2270 3.6641 -3.1595
Cl: -2.5859 4.0452 -4.7164
C: -2.4236 3.0635 -2.2164
Cl: -0.7828 2.6832 -2.5503
C: -2.8725 2.7077 -0.9023
O: -2.1187 2.1553 -0.0617
C: -4.2472 3.0399 -0.6618
Cl: -4.9209 2.6501 0.8805
C: -5.0560 3.6354 -1.6154
Cl: -6.7129 3.9778 -1.2556
C: 0.5425 5.1577 2.6978
P: 0.4412 3.8138 1.3949
C: 0.4348 4.9288 -0.0884
C: 2.1533 3.2352 1.4605
C: 2.3353 1.8173 1.9684
C: 3.7350 1.6092 2.4982
C: 4.7705 2.3693 2.0400
C: 4.5575 3.5140 1.2423
C: 3.2430 3.9523 1.0325
H: 1.3655 5.8387 2.4706
H: 0.7382 4.6819 3.6568
H: -0.3982 5.7137 2.7693
H: 0.9170 5.8866 0.1159
H: -0.5966 5.1124 -0.4015
H: 0.9614 4.4171 -0.8948
H: 1.5771 1.5932 2.7333
H: 3.9103 0.7503 3.1419
H: 5.7876 2.1156 2.3324
H: 5.3962 4.0769 0.8503
H: 3.0940 4.9199 0.5600
C: 4.8913 -4.7461 -5.3139
C: 4.1164 -3.9975 -4.2665
C: 2.7748 -3.6913 -4.4373
C: 2.0289 -3.0751 -3.4437
C: 0.5724 -2.8048 -3.6863
C: 2.6512 -2.7356 -2.2223
C: 1.9129 -2.1529 -1.1096
O: 0.8184 -1.6338 -1.1409
C: 4.0313 -2.9917 -2.0634
C: 4.7783 -2.5460 -0.8306
C: 4.7300 -3.6228 -3.0749
H: 4.3196 -4.8266 -6.2377
H: 5.1171 -5.7560 -4.9634
H: 5.8381 -4.2494 -5.5296
H: 2.2962 -3.9369 -5.3789
H: 0.2377 -3.2986 -4.5992
H: 0.4064 -1.7325 -3.7904
H: -0.0355 -3.1406 -2.8467
H: 2.4330 -2.2074 -0.1390
H: 4.6690 -1.4712 -0.6797
H: 5.8386 -2.7706 -0.9386
H: 4.4174 -3.0491 0.0681
H: 5.7891 -3.8194 -2.9437
C: 2.1825 0.7738 0.8441
H: 2.1708 -0.2431 1.2589
H: 3.0041 0.8759 0.1318
F: 4.7126 0.3019 -6.2351
C: 4.1070 0.8336 -5.1414
C: 2.8776 0.3636 -4.7104
F: 2.2725 -0.6280 -5.3995
C: 2.2801 0.9141 -3.6017
F: 1.0977 0.3965 -3.1705
C: 2.8064 2.0173 -2.8533
O: 2.2076 2.5399 -1.8785
C: 4.0776 2.4464 -3.3515
F: 4.6991 3.4656 -2.7333
C: 4.7014 1.8682 -4.4341
F: 5.9105 2.3142 -4.8327

Results
DFT total energy   -175113.6144 eV
Charge   -2
HOMO level   0.28 eV